C28H24NO3 | the ωB97M-V functional and the def2-TZVPD basis

Cartesian coordinates (Å):
1 C -1.259 -1.378 1.775
2 C -0.640 -0.091 2.030
3 C -1.242 1.213 1.796
4 N 0.722 -0.096 1.896
5 O 1.316 1.008 1.789
6 O 1.320 -1.201 1.873
7 H -2.355 -1.297 1.714
8 H -0.870 -1.787 0.818
9 H -1.035 -2.116 2.556
10 H -2.337 1.148 1.725
11 H -1.015 1.924 2.601
12 H -0.833 1.637 0.855
13 C -6.079 5.185 6.446
14 C -5.083 4.901 5.510
15 C -4.336 3.726 5.601
16 C -4.641 2.744 6.573
17 C -3.880 1.475 6.567
18 C -2.545 1.422 6.231
19 C -1.781 0.207 6.285
20 C -0.384 0.252 6.175
21 C 0.476 -0.893 6.238
22 C 0.211 -2.051 5.450
23 C 1.001 -3.194 5.549
24 C 2.075 -3.237 6.448
25 C 2.373 -2.099 7.214
26 C 1.634 -0.929 7.069
27 C -2.492 -1.018 6.495
28 C -3.839 -1.063 6.768
29 C -4.533 -2.349 6.956
30 C -4.149 -3.457 6.164
31 C -4.789 -4.691 6.293
32 C -5.762 -4.884 7.279
33 C -6.128 -3.807 8.097
34 C -5.560 -2.546 7.904
35 C -4.596 0.205 6.883
36 O -5.808 0.212 7.170
37 C -5.684 3.027 7.485
38 C -6.362 4.247 7.443
39 H -6.628 6.120 6.396
40 H -4.877 5.593 4.698
41 H -3.533 3.520 4.888
42 H -2.014 2.348 5.980
43 H 0.072 1.241 6.212
44 H -0.632 -2.031 4.755
45 H 0.756 -4.070 4.945
46 H 2.671 -4.147 6.543
47 H 3.183 -2.150 7.942
48 H 1.897 -0.036 7.637
49 H -1.923 -1.947 6.520
50 H -3.361 -3.323 5.419
51 H -4.518 -5.506 5.624
52 H -6.228 -5.862 7.409
53 H -6.864 -3.954 8.888
54 H -5.917 -1.697 8.488
55 H -5.978 2.270 8.214
56 H -7.126 4.460 8.188

Its lowest unoccupied orbital energy is 0.999 eV. The value obtained for the energy relative to the best compared isomer or geometry (same formula, charge and spin) is 16.8 kJ/mol. The HOMO-LUMO gap comes out at 3.8 eV. As for the multiplicity: 1. The calculation puts the total energy at -1361.7636 Eh. Its total charge is -1.

Löwdin population analysis, charges in e, atoms 1 to 4:
1. C -0.116
2. C -0.396
3. C -0.118
4. N -0.470

=====

C30H44BBr2Cl5N8PrS3 | the ωB97M-V functional and the def2-TZVPD basis

Cartesian coordinates (Å):
1 Pr 0.248 0.426 -0.232
2 C -0.445 -1.019 4.993
3 C -0.076 0.329 5.605
4 C -1.347 1.104 5.969
5 C 0.757 0.079 6.862
6 N 0.681 1.165 4.662
7 C 1.769 1.922 5.021
8 C 1.989 2.823 4.042
9 N 1.042 2.643 3.070
10 B 0.836 3.708 1.977
11 N 1.877 3.547 0.835
12 C 2.349 4.657 0.178
13 C 3.568 4.374 -0.328
14 N 3.870 3.078 0.008
15 C 2.809 2.585 0.687
16 S 2.627 0.985 1.251
17 C 5.186 2.441 -0.148
18 C 5.052 1.000 -0.647
19 C 6.033 3.222 -1.151
20 C 5.847 2.465 1.236
21 N -0.641 3.756 1.546
22 C -1.579 4.212 2.437
23 C -2.716 4.481 1.763
24 N -2.497 4.190 0.438
25 C -1.226 3.719 0.335
26 S -0.476 3.127 -1.066
27 C -3.353 4.620 -0.680
28 C -4.654 5.211 -0.139
29 C -2.582 5.687 -1.463
30 C -3.686 3.438 -1.592
31 C 0.270 1.604 3.444
32 S -0.970 0.955 2.481
33 H -0.935 -1.621 5.752
34 H 0.445 -1.540 4.651
35 H -1.121 -0.891 4.156
36 H -1.921 0.549 6.705
37 H -1.962 1.246 5.085
38 H -1.102 2.080 6.384
39 H 0.208 -0.596 7.512
40 H 0.943 0.993 7.421
41 H 1.706 -0.390 6.613
42 H 2.313 1.771 5.926
43 H 2.731 3.588 3.962
44 H 1.080 4.765 2.483
45 H 1.782 5.562 0.123
46 H 4.224 4.993 -0.898
47 H 4.308 0.932 -1.436
48 H 4.767 0.342 0.166
49 H 6.007 0.667 -1.040
50 H 5.557 3.234 -2.129
51 H 6.996 2.727 -1.240
52 H 6.220 4.243 -0.827
53 H 5.232 1.925 1.955
54 H 5.971 3.487 1.588
55 H 6.823 1.992 1.189
56 H -1.359 4.303 3.480
57 H -3.654 4.835 2.132
58 H -4.467 6.085 0.481
59 H -5.212 4.474 0.436
60 H -5.272 5.524 -0.976
61 H -2.304 6.514 -0.812
62 H -3.197 6.069 -2.273
63 H -1.676 5.265 -1.889
64 H -4.227 2.669 -1.044
65 H -2.778 3.019 -2.016
66 H -4.313 3.787 -2.407
67 Br 2.483 -2.217 -0.626
68 C 3.198 -2.613 1.146
69 Br 1.988 -2.019 2.498
70 H 4.133 -2.075 1.265
71 H 3.323 -3.689 1.248
72 N -0.926 -1.893 0.665
73 C -2.382 -1.733 0.839
74 C -2.996 -1.099 -0.408
75 N -2.415 0.237 -0.612
76 H -0.775 -2.644 -0.013
77 H -0.546 -2.225 1.554
78 H -2.542 -1.078 1.700
79 H -2.878 -2.691 1.035
80 H -4.087 -1.069 -0.291
81 H -2.762 -1.713 -1.280
82 H -2.786 0.857 0.113
83 H -2.736 0.609 -1.506
84 Cl -0.524 -2.030 -2.537
85 C 0.539 -0.946 -3.365
86 C 0.976 0.145 -2.614
87 C 1.839 0.982 -3.327
88 Cl 2.401 2.371 -2.469
89 C 2.259 0.771 -4.635
90 Cl 3.349 1.849 -5.413
91 C 1.804 -0.362 -5.309
92 Cl 2.337 -0.697 -6.905
93 C 0.912 -1.226 -4.673
94 Cl 0.328 -2.620 -5.495

Its lowest unoccupied orbital energy (spin up / spin down) is -2.117 / -2.018 eV. The value obtained for the energy relative to the best compared isomer or geometry (same formula, charge and spin) is 54.9 kJ/mol. The HOMO-LUMO gap (spin up / spin down) comes out at 8.2 / 8.3 eV. Its expectation value of S² is 2.003. As for the multiplicity: 3. The calculation puts the total energy at -10793.1133 Eh. Its total charge is +1.

Löwdin population analysis, charges in e, atoms 1 to 4:
1. Pr 0.320
2. C -0.062
3. C -0.547
4. C -0.020

=====

C25H36N2O3SiZr | the ωB97M-V functional and the def2-TZVPD basis

Cartesian coordinates (Å):
1 Zr -0.317 -0.077 1.569
2 C 1.860 3.648 1.248
3 O 0.845 4.332 0.513
4 C 0.245 3.665 -0.512
5 C 0.170 4.317 -1.729
6 C -0.488 3.753 -2.816
7 C -1.073 2.516 -2.677
8 C -1.001 1.823 -1.461
9 C -1.694 0.563 -1.371
10 N -1.566 -0.255 -0.392
11 N -2.418 -1.349 -0.417
12 C -2.539 -1.824 0.774
13 O -1.965 -1.263 1.831
14 C -3.357 -3.034 1.006
15 C -3.990 -3.671 -0.060
16 C -4.736 -4.815 0.162
17 C -4.853 -5.333 1.446
18 C -4.222 -4.703 2.508
19 C -3.475 -3.555 2.291
20 C -0.344 2.394 -0.356
21 O -0.289 1.785 0.828
22 H 2.548 4.415 1.599
23 H 2.401 2.948 0.606
24 H 1.441 3.113 2.097
25 H 0.637 5.291 -1.801
26 H -0.537 4.284 -3.756
27 H -1.602 2.059 -3.505
28 H -2.397 0.308 -2.163
29 H -3.887 -3.259 -1.054
30 H -5.227 -5.308 -0.667
31 H -5.435 -6.229 1.617
32 H -4.311 -5.105 3.509
33 H -2.977 -3.057 3.111
34 C 1.116 0.378 3.290
35 H 1.632 -0.432 3.810
36 H 0.554 0.928 4.063
37 H 1.882 1.070 2.925
38 C 0.496 -2.746 -1.200
39 Si 1.380 -1.793 0.182
40 C 1.913 -3.152 1.461
41 C 3.094 -2.729 2.337
42 C 0.707 -3.410 2.375
43 C 2.269 -4.475 0.772
44 C 2.868 -0.890 -0.655
45 C 3.850 -1.899 -1.265
46 C 2.320 -0.009 -1.786
47 C 3.629 0.022 0.312
48 H 1.196 -3.412 -1.712
49 H 0.058 -2.080 -1.945
50 H -0.317 -3.358 -0.806
51 H 2.919 -1.773 2.831
52 H 4.016 -2.646 1.761
53 H 3.264 -3.480 3.118
54 H 0.475 -2.539 3.000
55 H 0.919 -4.237 3.063
56 H -0.192 -3.676 1.811
57 H 3.103 -4.363 0.077
58 H 1.424 -4.888 0.218
59 H 2.565 -5.215 1.524
60 H 3.369 -2.527 -2.018
61 H 4.288 -2.553 -0.511
62 H 4.674 -1.370 -1.757
63 H 1.733 -0.573 -2.514
64 H 3.150 0.461 -2.327
65 H 1.689 0.799 -1.398
66 H 4.153 -0.534 1.089
67 H 2.961 0.730 0.807
68 H 4.378 0.603 -0.240

Its lowest unoccupied orbital energy is -0.491 eV. The value obtained for the energy relative to the best compared isomer or geometry (same formula, charge and spin) is 44.6 kJ/mol. The HOMO-LUMO gap comes out at 7.6 eV. As for the multiplicity: 1. The calculation puts the total energy at -1646.0562 Eh.

Löwdin population analysis, charges in e, atoms 1 to 4:
1. Zr 1.637
2. C -0.054
3. O -0.074
4. C -0.226

=====

C14H32N5O6PS | the ωB97M-V functional and the def2-TZVPD basis

Cartesian coordinates (Å):
1 C 3.688 1.005 0.807
2 C 4.097 -0.296 0.171
3 N 5.302 -0.462 -0.175
4 C 2.991 -1.325 -0.049
5 N 3.196 -2.571 0.739
6 S 4.367 -3.657 0.051
7 C 1.963 -3.246 0.876
8 O 1.679 -4.288 0.362
9 O 1.151 -2.594 1.751
10 P -0.431 -2.078 1.478
11 C -0.771 -2.638 -0.225
12 O -0.105 -0.490 1.170
13 H 4.472 1.350 1.479
14 H 3.527 1.755 0.030
15 H 2.755 0.909 1.363
16 H 5.437 -1.360 -0.638
17 H 2.889 -1.561 -1.115
18 H 2.058 -0.892 0.303
19 H 5.436 -3.164 0.686
20 H -0.218 -2.093 -0.994
21 H -0.604 -3.707 -0.339
22 H -1.840 -2.445 -0.371
23 H -0.499 -0.176 0.339
24 C -1.838 1.896 0.778
25 O -1.584 1.623 -0.387
26 N -3.066 2.139 1.259
27 C -3.292 2.409 2.661
28 C -4.200 2.128 0.344
29 H -1.054 1.929 1.551
30 H -3.964 1.666 3.096
31 H -3.733 3.399 2.799
32 H -2.345 2.374 3.196
33 H -4.281 1.153 -0.137
34 H -4.076 2.882 -0.430
35 H -5.109 2.341 0.896
36 C -6.813 4.651 1.475
37 O -6.501 4.349 0.339
38 N -8.070 4.927 1.872
39 C -8.389 5.281 3.238
40 C -9.132 4.865 0.882
41 H -6.076 4.726 2.295
42 H -9.090 4.566 3.673
43 H -8.833 6.277 3.289
44 H -7.478 5.279 3.835
45 H -9.197 3.867 0.451
46 H -8.941 5.568 0.071
47 H -10.076 5.114 1.362
48 C 6.499 -4.144 -2.538
49 O 7.071 -4.071 -1.464
50 N 7.130 -4.269 -3.720
51 C 6.409 -4.352 -4.971
52 C 8.582 -4.320 -3.726
53 H 5.401 -4.111 -2.621
54 H 6.620 -5.294 -5.482
55 H 6.682 -3.529 -5.635
56 H 5.340 -4.298 -4.775
57 H 8.938 -5.166 -3.138
58 H 8.999 -3.412 -3.290
59 H 8.927 -4.421 -4.752

Its lowest unoccupied orbital energy is 0.463 eV. As for the structure (SMILES): [H]/N=C(/C)CN(S)C(=O)OP(C)O.CN(C)C=O.CN(C)C=O.CN(C)C=O. The HOMO-LUMO gap comes out at 9.3 eV. As for the multiplicity: 1. The calculation puts the total energy at -2017.4255 Eh.

Löwdin population analysis, charges in e, atoms 1 to 4:
1. C -0.039
2. C -0.407
3. N 0.143
4. C -0.173

=====

> Among the records above, which one has the highest multiplicity?

C30H44BBr2Cl5N8PrS3